1.
Molecular formula: C22H63N9O7
Method: DFT, ωB97M-V/def2-TZVPD

Geometry as XYZ:
```
101
Properties=species:S:1:pos:R:3:lowdin_charge:R:1
C 10.9097 13.7115 15.1019 -0.08
O 11.4116 12.4693 14.6532 -0.22
C 11.9823 11.6675 15.6365 -0.23
C 12.5685 10.4520 14.9552 -0.44
C 11.5353 9.5369 14.2471 -0.05
N 13.2947 9.7071 15.9673 0.02
H 10.6325 14.2774 14.2167 0.10
H 11.5951 14.2825 15.6954 0.08
H 10.0590 13.6039 15.7448 0.08
H 12.7901 12.1809 16.2181 0.13
H 11.1837 11.5959 16.4193 0.14
H 13.2907 10.7337 14.1875 0.12
H 11.9967 8.6318 13.7857 0.08
H 11.1026 10.0771 13.3737 0.06
H 10.8175 9.2156 15.0516 0.09
H 13.8290 8.9495 15.5877 0.06
H 12.6807 9.3316 16.7096 0.09
C 9.4214 19.1860 7.9579 -0.10
O 10.3309 18.7974 8.9693 -0.21
C 10.5850 17.4464 9.2883 -0.20
C 12.0113 17.2829 9.8863 -0.43
C 12.2125 15.8252 10.2725 -0.08
N 12.0256 18.1251 11.0700 0.03
H 8.3992 19.2231 8.3469 0.08
H 9.4367 18.5006 7.0907 0.09
H 9.6617 20.1795 7.6487 0.07
H 9.8975 17.0736 10.0127 0.12
H 10.3714 16.8737 8.4030 0.12
H 12.7519 17.6770 9.1252 0.15
H 13.1927 15.7032 10.7403 0.06
H 12.1442 15.1694 9.4477 0.06
H 11.4813 15.4654 11.0085 0.09
H 11.4670 18.9241 10.7459 0.07
H 12.9379 18.4551 11.3482 0.07
C 20.3441 14.5808 10.2551 -0.11
O 18.9643 14.9351 10.2379 -0.18
C 18.2382 14.2948 9.2230 -0.21
C 16.7267 14.3973 9.5166 -0.43
C 16.2157 15.7942 9.5219 -0.07
N 16.2230 13.6842 10.7070 0.07
H 20.4681 13.5771 10.6593 0.08
H 20.9946 15.1761 10.8718 0.08
H 20.8175 14.5641 9.2744 0.08
H 18.4434 14.7619 8.2739 0.12
H 18.5664 13.2213 9.1232 0.12
H 16.2944 13.9148 8.6725 0.12
H 16.3461 16.5018 8.6964 0.09
H 16.5985 16.2816 10.4224 0.08
H 15.1030 15.6419 9.6681 0.08
H 16.4774 12.6946 10.5978 0.04
H 16.7287 13.9855 11.5181 0.08
C 17.1585 10.0281 12.5045 -0.08
O 16.6270 10.6338 11.3087 -0.26
C 15.6414 9.8914 10.6099 -0.21
C 15.4526 10.3978 9.1628 -0.41
C 14.7053 9.2631 8.4333 -0.06
N 16.6638 10.8737 8.3931 0.06
H 17.9753 10.7568 12.7926 0.10
H 17.5579 9.0399 12.3322 0.07
H 16.3345 9.9285 13.3227 0.11
H 16.0076 8.8209 10.5744 0.13
H 14.6805 10.0551 11.1589 0.13
H 14.8247 11.2701 9.2774 0.10
H 13.6392 9.1912 8.7073 0.05
H 15.3687 8.3668 8.5471 0.09
H 14.6670 9.4397 7.3335 0.08
H 17.1841 11.3614 9.1324 0.03
H 17.2440 10.0826 8.1411 0.06
C 10.5838 6.9169 10.2626 -0.10
O 10.4216 7.6376 9.0689 -0.19
C 10.7604 8.9692 9.1323 -0.22
C 10.2004 9.6564 7.8440 -0.41
C 10.8229 9.2418 6.4832 -0.05
N 10.0498 11.1030 8.0778 0.02
H 9.8778 6.0704 10.2010 0.09
H 10.3461 7.6492 11.0082 0.07
H 11.6089 6.4904 10.4719 0.10
H 10.1710 9.4036 9.9610 0.11
H 11.8144 9.2017 9.3101 0.10
H 9.1916 9.2048 7.7630 0.12
H 11.7865 9.6644 6.4043 0.05
H 10.0988 9.6044 5.7197 0.09
H 11.0081 8.1930 6.4587 0.06
H 9.8087 11.5193 7.1329 0.10
H 11.0077 11.5613 8.2687 0.08
N 6.8038 10.0380 11.8650 0.17
C 7.7593 10.7498 11.2559 -0.66
N 7.5724 10.7391 9.8776 0.15
O 8.6578 11.3698 11.7912 0.03
H 6.0134 9.5818 11.4455 0.11
H 6.7589 10.0779 12.8295 0.08
H 7.1768 9.8720 9.5145 0.10
H 8.3834 11.0335 9.3937 0.02
N 11.2436 12.1553 11.5415 0.17
C 12.3776 12.4212 10.7829 -0.69
N 13.4138 12.5877 11.5982 0.18
O 12.4666 12.3431 9.5782 0.01
H 10.4060 11.9576 11.0243 0.05
H 11.3106 11.9499 12.5295 0.05
H 14.2786 12.9906 11.2558 0.06
H 13.3455 12.1362 12.4876 0.07
```

The energy above the lowest of the compared OMol25 structures with the same formula, charge and spin comes out at 210.67 kJ/mol. As for the structure (SMILES): COC[C@H](C)N.COC[C@H](C)N.COC[C@H](C)N.COC[C@H](C)N.COC[C@H](C)N.NC(N)=O.NC(N)=O. As for the largest force on an atom: 3.2 eV/A. For the calculated total energy, the calculation gives -51577.1712 eV. The orbital gap is 9.357 eV.

***

2.
Molecular formula: C22H64F2N5O14S2
Method: DFT, ωB97M-V/def2-TZVPD

Geometry as XYZ:
```
109
Properties=species:S:1:pos:R:3:lowdin_charge:R:1
N -0.0033 -0.6234 0.9567 -0.29
S 0.2735 0.7613 0.3000 0.48
O -0.9145 1.4730 -0.1919 -0.25
O 1.5221 0.9296 -0.4463 -0.26
F 0.5505 1.5727 1.6491 -0.17
S -0.2327 -1.3208 -0.6025 0.64
O 0.8142 -1.3893 -1.5888 -0.23
O -1.6169 -1.2995 -1.0890 -0.25
F -0.2162 -2.8720 -0.1786 -0.18
C 0.6506 3.0822 4.7264 -0.09
C 0.7465 4.5719 4.9757 -0.36
O -0.0274 4.9774 6.0501 -0.06
H -0.3616 2.7162 4.5542 0.07
H 1.0121 2.5864 5.6273 0.07
H 1.2824 2.8413 3.8715 0.06
H 0.4727 5.1835 4.1160 0.11
H 1.7941 4.7673 5.2045 0.11
H 0.4752 5.6944 6.4435 0.09
C 0.1777 -5.0965 -4.7294 -0.08
C -0.0986 -5.3754 -3.2698 -0.32
O -1.4687 -5.6527 -3.0655 -0.08
H 1.1675 -5.4641 -5.0004 0.07
H 0.3239 -4.0292 -4.8958 0.05
H -0.4992 -5.5152 -5.4741 0.08
H 0.1303 -4.5046 -2.6555 0.10
H 0.4651 -6.2484 -2.9408 0.11
H -1.5521 -5.8430 -2.1283 0.07
C 4.6488 -1.2250 2.0328 -0.07
C 3.3682 -0.5561 1.6299 -0.34
O 2.2697 -1.2942 2.0767 -0.10
H 4.7807 -2.2600 1.7174 0.09
H 4.7574 -1.1005 3.1102 0.07
H 5.4825 -0.6697 1.6029 0.08
H 3.3671 -0.4594 0.5442 0.12
H 3.4641 0.4376 2.0676 0.10
H 1.4952 -0.9314 1.6406 -0.03
C -4.1192 0.6135 3.0124 -0.06
C -2.9799 0.4742 2.0508 -0.30
O -2.2676 -0.7017 2.3718 -0.17
H -3.7871 0.5858 4.0502 0.08
H -4.7815 -0.2327 2.8297 0.08
H -4.6869 1.5098 2.7624 0.09
H -2.2906 1.3156 2.1225 0.11
H -3.2576 0.3351 1.0059 0.12
H -1.3983 -0.6950 1.9646 -0.02
C -2.1941 -4.2614 2.4288 -0.71
O -2.3269 -5.4612 2.5825 0.03
N -1.0695 -3.5673 2.7728 0.16
N -3.2219 -3.4889 2.0898 0.17
H -1.0005 -2.6193 2.4312 0.04
H -0.2097 -4.0924 2.8450 0.11
H -4.1530 -3.8687 1.9950 0.12
H -3.0143 -2.5130 1.9327 0.07
C 0.4609 -0.9693 5.0505 -0.65
O -0.0665 -0.9063 6.1551 0.40
N -0.0785 -0.8014 3.9289 0.26
N 1.7040 -0.9994 4.9010 0.27
H -1.0877 -0.7623 3.9261 0.13
H 0.3785 -0.9596 3.0422 0.09
H 2.1438 -0.9410 3.9937 0.12
H 2.2667 -1.0846 5.7354 0.16
C -0.9366 4.8927 -4.2692 -0.03
C -2.2158 4.1436 -3.7941 -0.45
C -2.2016 3.2823 -2.5374 -0.07
O -3.2688 5.0805 -3.5132 -0.09
H -0.2031 4.1980 -4.6785 0.06
H -0.4987 5.4841 -3.4651 0.08
H -1.1338 5.6589 -5.0190 0.07
H -2.6851 3.5261 -4.5601 0.12
H -1.1948 2.8886 -2.3986 0.06
H -2.9726 2.5119 -2.5527 0.08
H -2.3625 3.8089 -1.5967 0.08
H -4.0568 4.5447 -3.3968 0.08
C 1.3804 -0.8327 -5.3563 -0.04
C 2.4695 0.0312 -4.6630 -0.45
C 1.7981 1.2608 -3.9809 -0.06
O 2.8891 -0.6680 -3.5247 -0.08
H 1.5267 -1.9064 -5.2387 0.06
H 1.4698 -0.5488 -6.4049 0.07
H 0.4156 -0.5530 -4.9331 0.08
H 3.2867 0.3216 -5.3234 0.14
H 1.0724 1.0486 -3.1958 0.07
H 1.3170 1.9228 -4.7009 0.07
H 2.6576 1.8211 -3.6131 0.07
H 2.1192 -0.7951 -2.9655 0.02
C 4.6583 2.8023 1.0839 -0.05
C 5.8713 3.4090 0.3600 -0.52
C 5.4076 4.0762 -0.8763 -0.07
O 6.4321 4.3564 1.1936 -0.04
H 3.9473 2.2461 0.4729 0.07
H 4.1483 3.5238 1.7222 0.08
H 4.9876 2.0087 1.7547 0.06
H 6.6808 2.6954 0.2063 0.15
H 6.2268 4.4943 -1.4613 0.08
H 4.8216 4.9755 -0.6871 0.09
H 4.9023 3.4205 -1.5854 0.08
H 5.7197 4.9690 1.3905 0.08
C -6.4191 -3.0377 -0.9808 -0.04
C -4.9032 -2.7916 -0.7473 -0.49
C -4.0556 -3.9779 -1.1909 -0.06
O -4.4990 -1.6105 -1.4403 -0.05
H -7.0830 -2.2258 -0.6839 0.07
H -6.6178 -3.9738 -0.4589 0.07
H -6.5860 -3.2129 -2.0436 0.08
H -4.6843 -2.6277 0.3079 0.09
H -3.0355 -3.6241 -1.0415 0.06
H -4.3109 -4.3284 -2.1910 0.09
H -4.2013 -4.8228 -0.5178 0.08
H -3.5432 -1.6393 -1.5253 0.03
```

As for the largest force on an atom: 8.8 eV/A. As for the spin multiplicity: 2. For the calculated total energy, the calculation gives -87065.5116 eV. The orbital gap (alpha / beta) is 8.178 / 2.793 eV.